Record 1
A molecular structure, C30H55Br2MnN6OPS5SbSi in a non-equilibrium geometry. Source: OMol25; level of theory: ωB97M-V with the def2-TZVPD basis set.

CARTESIAN COORDINATES (ANGSTROEM)
Mn  0.350  -0.752  2.219
S  4.359  -1.241  5.390
Sb  2.966  0.173  4.332
S  0.605  -0.527  4.413
S  2.516  -0.542  2.010
S  3.189  2.402  4.561
C  -0.105  4.717  -0.445
N  -0.679  3.610  0.303
C  -2.110  3.447  0.107
P  0.024  2.969  1.674
O  -0.092  1.478  1.663
N  -0.785  3.660  2.935
C  -1.330  5.008  2.869
C  -0.472  3.206  4.295
N  1.573  3.475  1.668
C  2.550  2.831  0.794
C  2.026  4.711  2.284
H  -0.182  4.523  -1.520
H  0.948  4.838  -0.199
H  -0.622  5.664  -0.241
H  -2.328  3.139  -0.921
H  -2.649  4.382  0.301
H  -2.493  2.694  0.788
H  -1.412  5.347  1.836
H  -0.710  5.724  3.419
H  -2.327  5.025  3.315
H  -0.128  2.178  4.282
H  -1.376  3.261  4.908
H  0.308  3.819  4.757
H  2.139  1.912  0.385
H  3.442  2.577  1.370
H  2.835  3.501  -0.032
H  1.256  5.125  2.935
H  2.285  5.461  1.526
H  2.908  4.506  2.892
C  2.476  -2.482  -3.182
C  0.961  -2.422  -3.440
C  0.706  -2.630  -4.946
C  0.335  -3.589  -2.658
Si  0.260  -0.730  -2.899
Br  0.179  -0.865  -0.601
C  -1.566  -0.439  -3.393
C  -2.365  -1.743  -3.226
C  -1.651  0.012  -4.863
C  -2.247  0.622  -2.515
C  1.411  0.760  -3.205
C  0.688  2.075  -2.870
C  2.667  0.697  -2.318
C  1.837  0.789  -4.685
H  2.834  -3.487  -3.434
H  2.718  -2.301  -2.130
H  3.034  -1.773  -3.797
H  1.185  -3.563  -5.262
H  1.124  -1.822  -5.555
H  -0.359  -2.714  -5.177
H  0.767  -4.526  -3.030
H  -0.747  -3.653  -2.776
H  0.555  -3.523  -1.591
H  -2.038  -2.521  -3.919
H  -3.423  -1.541  -3.434
H  -2.291  -2.135  -2.205
H  -1.182  -0.701  -5.547
H  -1.184  0.988  -5.019
H  -2.705  0.104  -5.150
H  -2.181  0.373  -1.452
H  -3.310  0.671  -2.783
H  -1.825  1.617  -2.655
H  0.304  2.082  -1.842
H  -0.135  2.280  -3.558
H  1.404  2.901  -2.962
H  2.417  0.687  -1.255
H  3.274  1.591  -2.508
H  3.290  -0.172  -2.524
H  0.980  0.819  -5.365
H  2.451  -0.074  -4.954
H  2.436  1.687  -4.867
N  -1.765  -3.273  0.472
C  -0.821  -3.858  1.266
N  0.093  -3.240  1.951
C  0.900  -4.178  2.635
C  1.958  -3.894  3.489
C  2.639  -4.933  4.100
C  2.282  -6.261  3.872
C  1.228  -6.569  3.028
C  0.550  -5.519  2.426
S  -0.817  -5.605  1.352
H  -1.929  -2.290  0.588
H  -2.552  -3.834  0.198
H  2.251  -2.874  3.665
H  3.456  -4.688  4.767
H  2.829  -7.062  4.356
H  0.937  -7.597  2.842
Br  -2.005  -2.818  4.483
C  -2.739  -1.539  3.313
C  -4.111  -1.347  3.397
C  -4.721  -0.489  2.506
C  -3.936  0.154  1.563
C  -2.575  -0.070  1.577
N  -1.959  -0.903  2.438
H  -4.673  -1.885  4.147
H  -5.793  -0.334  2.541
H  -4.364  0.826  0.830
H  -1.927  0.434  0.877

Output
LUMO (spin up / spin down) (Eh): -0.044 / -0.016
Expectation value of S²: 6.390
HOMO (spin up / spin down) (eV): -7.14 / -7.14
Spin multiplicity: 5
Charge: 0
Energy relative to the best compared isomer or geometry (same formula, charge and spin) (kJ/mol): 86.1
Frontier orbital gap (spin up / spin down) (eV): 5.93 / 6.71



Record 2
A molecular structure, C50H58Br3FHfIN3OP in a non-equilibrium geometry. Source: OMol25; level of theory: ωB97M-V with the def2-TZVPD basis set.

CARTESIAN COORDINATES (ANGSTROEM)
Hf  -0.245  0.240  -0.368
C  -3.820  -0.145  -2.309
C  -3.978  -0.459  -0.855
C  -5.279  -0.703  -0.342
C  -5.451  -1.074  0.954
C  -4.316  -1.266  1.775
C  -4.345  -1.694  3.122
Br  -6.005  -2.038  3.985
C  -3.187  -1.870  3.824
C  -1.943  -1.651  3.218
Br  -0.380  -1.884  4.247
C  -1.834  -1.247  1.893
O  -0.722  -1.075  1.266
C  -3.063  -1.015  1.189
N  -2.913  -0.557  -0.089
H  -4.387  0.746  -2.585
H  -4.219  -0.981  -2.890
H  -2.765  -0.032  -2.564
H  -6.125  -0.587  -1.007
H  -6.439  -1.247  1.361
H  -3.217  -2.184  4.859
C  4.018  1.324  -0.384
C  3.746  -0.171  -0.492
C  3.793  -0.629  -1.948
P  2.177  -0.759  0.285
C  2.468  -2.599  0.440
C  1.617  -3.228  1.541
C  3.907  -3.108  0.548
C  2.125  0.008  1.937
C  3.103  -0.402  2.853
C  3.208  0.084  4.141
C  4.295  -0.371  5.078
C  2.259  1.035  4.522
C  1.286  1.465  3.653
C  1.166  0.996  2.319
N  0.143  1.492  1.524
C  -0.267  2.817  1.810
C  -1.598  3.093  2.162
C  -2.594  1.981  2.301
C  -2.011  4.405  2.379
C  -1.139  5.476  2.270
C  -1.593  6.892  2.508
C  0.178  5.195  1.926
C  0.626  3.902  1.691
C  2.052  3.675  1.282
H  5.025  1.520  -0.765
H  3.973  1.666  0.651
H  3.305  1.895  -0.975
H  4.524  -0.683  0.084
H  3.013  -0.126  -2.526
H  3.650  -1.705  -2.059
H  4.760  -0.370  -2.389
H  2.078  -2.955  -0.521
H  2.021  -2.985  2.525
H  1.620  -4.316  1.425
H  0.589  -2.878  1.514
H  4.367  -2.846  1.503
H  4.554  -2.756  -0.255
H  3.885  -4.200  0.492
H  3.828  -1.142  2.529
H  4.780  -1.275  4.706
H  3.899  -0.591  6.072
H  5.070  0.391  5.201
H  2.276  1.435  5.532
H  0.556  2.188  3.997
H  -2.183  1.154  2.880
H  -2.879  1.581  1.324
H  -3.506  2.334  2.785
H  -3.048  4.586  2.649
H  -2.662  6.931  2.720
H  -1.403  7.521  1.635
H  -1.068  7.344  3.353
H  0.885  6.012  1.816
H  2.514  4.611  0.963
H  2.088  2.960  0.461
H  2.645  3.264  2.105
F  1.146  1.542  -0.951
Br  1.294  -5.612  -1.874
C  -0.117  -5.575  -0.597
C  -0.246  -6.680  0.235
C  -1.225  -6.687  1.215
C  -2.068  -5.591  1.353
C  -1.926  -4.502  0.510
C  -0.948  -4.472  -0.484
I  -0.749  -2.691  -1.621
H  0.428  -7.518  0.118
H  -1.322  -7.544  1.870
H  -2.832  -5.578  2.121
H  -2.583  -3.648  0.630
C  1.579  -2.279  -4.009
C  0.725  -1.329  -4.862
C  -0.719  -1.791  -5.082
C  0.788  0.128  -4.424
C  1.623  0.960  -5.164
C  1.653  2.333  -4.990
C  0.714  2.878  -4.125
C  -0.140  2.092  -3.366
C  -1.301  2.852  -2.722
C  -1.747  2.515  -1.300
C  -2.493  2.799  -3.690
C  0.002  0.660  -3.357
N  -0.555  -0.098  -2.358
H  1.244  -3.316  -4.101
H  1.544  -2.016  -2.953
H  2.625  -2.227  -4.323
H  1.174  -1.337  -5.860
H  -1.331  -1.679  -4.190
H  -0.747  -2.839  -5.395
H  -1.175  -1.185  -5.869
H  2.257  0.501  -5.919
H  2.331  2.959  -5.556
H  0.626  3.958  -4.044
H  -0.979  3.897  -2.681
H  -2.127  1.490  -1.243
H  -2.593  3.142  -1.003
H  -0.957  2.723  -0.572
H  -2.734  1.767  -3.950
H  -2.241  3.314  -4.618
H  -3.385  3.269  -3.261

Output
LUMO (Eh): 0.078
HOMO (eV): -3.89
Charge: -1
Energy relative to the best compared isomer or geometry (same formula, charge and spin) (kJ/mol): 90.0
Frontier orbital gap (eV): 6.00



Record 3
A single C3H6S2 molecule in a non-equilibrium geometry. Source: OMol25; level of theory: ωB97M-V with the def2-TZVPD basis set.

CARTESIAN COORDINATES (ANGSTROEM)
C  -0.687  -0.044  0.608
C  0.768  -0.056  0.172
C  1.022  -0.529  -1.154
S  -1.763  1.598  0.710
S  1.904  0.581  1.067
H  -1.330  -0.718  -0.050
H  -0.696  -0.322  1.701
H  2.047  -0.180  -1.622
H  0.163  -0.211  -1.785
H  0.997  -1.582  -1.384
H  -2.425  1.462  1.736

Output
LUMO (Eh): -0.018
HOMO (eV): -8.79
Charge: 0
Energy relative to the best compared isomer or geometry (same formula, charge and spin) (kJ/mol): 168.0
Frontier orbital gap (eV): 8.29



Record 4
A molecular structure, C29H46BrN3P2Re in a non-equilibrium geometry. Source: OMol25; level of theory: ωB97M-V with the def2-TZVPD basis set.

CARTESIAN COORDINATES (ANGSTROEM)
N  -5.969  3.844  -5.248
C  -5.853  4.189  -3.965
C  -5.045  3.485  -3.065
C  -4.295  2.367  -3.527
C  -4.432  2.036  -4.902
C  -5.279  2.799  -5.709
C  -3.369  1.689  -2.639
Re  -1.287  0.568  -1.331
P  4.351  -0.876  -1.073
C  -2.050  1.303  -3.070
C  -0.939  2.123  -2.564
C  0.291  1.403  -2.569
C  1.331  1.828  -1.673
C  1.161  2.841  -0.724
C  -0.134  3.319  -0.548
C  -1.209  2.867  -1.370
Br  2.508  3.304  0.499
H  -3.669  1.575  -1.588
H  -1.901  0.814  -4.042
H  -4.973  3.833  -2.038
H  -3.907  1.188  -5.340
H  -6.437  5.051  -3.637
H  -5.393  2.570  -6.770
H  0.536  0.847  -3.479
H  -2.188  3.344  -1.281
H  2.294  1.366  -1.800
H  -0.322  4.053  0.240
P  -1.111  -1.567  -1.910
C  4.553  0.931  -0.965
C  5.913  1.472  -1.385
H  4.303  1.228  0.065
H  3.814  1.396  -1.621
H  5.938  2.551  -1.190
H  6.725  0.989  -0.835
H  6.062  1.327  -2.460
C  3.614  -1.290  -2.685
C  4.592  -2.063  -3.580
H  3.310  -0.348  -3.161
H  2.715  -1.891  -2.487
H  4.229  -2.090  -4.611
H  5.586  -1.608  -3.591
H  4.700  -3.098  -3.249
C  3.292  -1.313  0.347
C  4.183  -1.829  1.500
H  2.579  -2.087  0.022
H  2.739  -0.410  0.641
H  3.628  -2.543  2.120
H  5.079  -2.333  1.110
H  4.507  -1.009  2.150
C  -0.497  -2.608  -0.513
C  -1.441  -3.689  0.014
H  -0.223  -1.914  0.298
H  0.447  -3.051  -0.861
H  -2.353  -3.276  0.462
H  -1.738  -4.397  -0.765
H  -0.927  -4.257  0.798
C  0.062  -1.963  -3.270
C  -0.525  -2.028  -4.671
H  0.549  -2.904  -2.974
H  0.835  -1.180  -3.222
H  -1.274  -2.823  -4.755
H  -0.965  -1.069  -4.973
H  0.294  -2.255  -5.365
C  -2.788  -2.218  -2.342
C  -3.887  -1.482  -1.593
H  -2.794  -3.287  -2.098
H  -2.898  -2.126  -3.429
H  -4.692  -1.191  -2.280
H  -4.310  -2.084  -0.780
H  -3.525  -0.543  -1.141
C  -2.189  2.417  3.853
N  -2.158  1.432  2.784
C  -2.159  0.050  2.918
C  -2.064  -0.470  1.663
N  -1.921  0.599  0.766
C  -2.066  1.720  1.468
H  -3.103  2.307  4.454
H  -1.318  2.296  4.519
H  -2.163  3.415  3.405
H  -2.217  -0.444  3.871
H  -2.066  -1.498  1.334
H  -2.086  2.729  1.075

Output
LUMO (spin up / spin down) (Eh): -0.510 / -0.506
Expectation value of S²: 3.772
HOMO (spin up / spin down) (eV): -19.95 / -19.58
Spin multiplicity: 4
Charge: +4
Energy relative to the best compared isomer or geometry (same formula, charge and spin) (kJ/mol): 309.1
Frontier orbital gap (spin up / spin down) (eV): 6.07 / 5.80